Entry 1:
{"formula": "BrHNO2S", "method": "wB97M-V/def2-TZVPD", "elements": ["N", "H", "O", "Br", "S", "O"], "positions_angstrom": [[-1.269, -0.520, 0.154], [-0.072, 0.242, 0.201], [-0.072, -2.620, 0.682], [-2.406, 0.280, -1.082], [-0.748, -2.156, -0.584], [0.252, -1.906, -1.591]], "atomic_forces_ev_per_a": [[4.408, 1.924, 0.380], [-4.231, -2.798, -0.391], [-0.920, 0.102, -1.094], [-0.431, 0.720, -0.600], [0.359, -0.614, 3.337], [0.815, 0.666, -1.633]], "nbo_charge": [-0.929, 0.319, -1.031, 0.053, 1.610, -1.022], "total_charge": -1, "gap_ev": 7.607, "relative_energy_kj_mol": 134.4, "e_homo_ha": -0.1528}

---

Entry 2:
{"formula": "C11H44AsF6N22O11", "method": "wB97M-V/def2-TZVPD", "elements": ["H", "H", "H", "N", "O", "F", "O", "H", "H", "H", "O", "C", "O", "As", "O", "H", "H", "C", "H", "F", "H", "N", "C", "H", "N", "H", "C", "H", "C", "N", "N", "N", "C", "N", "N", "N", "H", "H", "H", "O", "F", "H", "H", "C", "N", "H", "H", "H", "H", "N", "H", "C", "F", "C", "H", "H", "H", "H", "H", "N", "N", "H", "C", "N", "H", "H", "C", "F", "H", "H", "N", "N", "N", "H", "H", "N", "O", "N", "O", "N", "H", "H", "H", "O", "O", "O", "N", "N", "H", "H", "H", "H", "H", "F", "H"], "positions_angstrom": [[-1.239, 3.954, -3.735], [-1.630, -1.954, -2.799], [-5.371, 2.117, 3.238], [4.476, 0.860, -0.190], [5.768, -0.565, -1.440], [-1.776, -0.313, 0.289], [-3.498, 4.185, -3.427], [1.234, 1.979, 2.887], [1.385, -2.490, 1.531], [0.525, -2.655, -4.294], [0.445, -4.194, -1.790], [-1.070, 1.829, 5.697], [-1.365, 0.685, 5.894], [-0.208, 0.587, 0.208], [1.710, 3.349, -2.927], [4.124, 3.424, -3.496], [3.528, -1.576, -1.935], [4.635, -0.169, -1.004], [-2.592, -1.920, -4.242], [-1.046, 2.158, -0.052], [0.685, -4.467, -4.333], [0.096, -3.408, 3.578], [-0.176, -0.257, -5.277], [-1.124, 0.090, -3.486], [-0.048, -1.372, 3.724], [3.164, -5.964, 1.832], [-2.776, 3.705, -2.599], [-2.925, 1.541, 1.233], [-3.636, -2.163, -2.506], [-3.141, 3.422, -1.379], [3.721, 2.498, -3.507], [-4.710, -2.227, -3.277], [-4.238, 0.665, 2.395], [0.422, -2.084, -2.536], [-3.659, 1.712, 1.905], [2.583, 0.631, 4.291], [2.938, -2.518, 2.135], [3.580, 1.317, -0.102], [-2.547, 2.885, -0.763], [1.372, -4.955, 0.760], [1.431, 1.213, 0.011], [2.646, 0.494, -3.112], [5.207, 0.996, 0.494], [-0.706, -2.394, 3.422], [-0.336, 0.300, -6.376], [1.813, 0.398, 3.681], [3.890, -4.654, 2.599], [0.418, -1.539, -3.387], [-5.665, -2.209, -2.950], [3.507, -0.793, -1.297], [-5.607, 0.397, 3.737], [2.182, -4.341, 1.420], [-0.308, 0.399, -1.607], [2.775, 1.975, 4.180], [1.079, -3.177, 3.603], [-1.395, 1.987, 3.723], [1.098, 1.032, -2.398], [-1.125, 3.460, 4.603], [1.896, 3.527, 3.309], [3.145, -4.967, 1.993], [-0.939, 0.396, -4.430], [0.616, -1.296, 4.481], [2.485, 2.415, -3.031], [-1.501, 3.571, -2.838], [-0.952, 3.402, -2.008], [-0.424, 3.622, 6.591], [0.358, -3.382, -2.663], [-0.123, 0.841, 1.995], [-1.312, 1.231, -4.857], [0.707, -1.644, -1.673], [-5.263, 1.120, 3.121], [-2.520, -2.106, -3.252], [-0.814, 2.693, 6.654], [2.727, -0.715, -0.661], [-3.865, 2.647, 2.225], [-1.186, 2.452, 4.596], [-3.668, -2.251, -1.268], [0.548, -3.575, -3.879], [0.646, -1.148, -5.073], [2.198, -3.061, 1.714], [3.253, 0.035, 4.757], [-0.595, -0.529, 3.623], [-4.505, -1.995, -4.238], [-1.850, -2.360, 3.009], [3.500, 2.713, 4.765], [-4.007, -0.509, 2.210], [1.965, 2.519, 3.327], [2.011, 1.211, -2.792], [-4.048, 3.763, -1.094], [-0.719, 2.278, 7.570], [-1.220, 0.737, -6.593], [-0.363, -4.308, 3.556], [4.336, 1.728, -3.290], [0.616, -1.052, 0.396], [0.344, 0.109, -7.098]], "atomic_forces_ev_per_a": [[0.814, -0.114, 0.598], [-0.470, 0.051, 0.092], [-0.420, -0.664, 0.599], [0.240, 1.753, 1.501], [-2.684, 1.054, 0.991], [2.486, 1.857, 0.069], [-2.374, 0.841, -1.991], [0.025, 0.464, -0.137], [-0.056, -0.180, -0.336], [0.542, -0.883, -2.516], [-0.119, -4.170, 4.467], [-1.069, -0.881, 1.869], [0.257, -2.526, 0.254], [-1.663, -1.988, 0.187], [-0.078, 1.988, 0.327], [-0.025, -0.221, -0.039], [0.202, 0.115, 0.268], [4.318, -2.041, -1.483], [0.248, -0.018, 0.322], [1.305, -1.393, 0.807], [-0.331, 0.279, -0.012], [0.594, -4.486, 0.463], [0.587, -0.907, 4.165], [-0.174, 0.555, -0.079], [3.155, 9.043, 1.589], [0.067, 0.141, -0.071], [-0.325, 1.238, -0.775], [-0.086, 0.361, 0.097], [-0.422, -0.704, 4.226], [-1.620, -0.806, 3.215], [2.247, 0.117, -0.460], [-1.821, 0.181, -2.088], [-1.676, -2.311, 0.722], [-0.713, 3.336, 4.438], [4.061, 3.017, -3.041], [0.049, 0.102, -0.011], [0.220, -0.751, -0.134], [0.165, -0.188, 0.326], [-0.503, 0.302, -0.074], [-1.809, -0.150, -1.524], [-1.458, 0.044, 0.338], [-0.798, -0.563, 0.521], [-0.154, 0.499, -0.345], [-4.078, -2.582, -1.458], [0.199, 2.109, -8.591], [0.483, -1.506, 0.380], [-0.535, 0.551, -0.217], [0.565, 0.676, 0.032], [0.499, 0.080, 0.183], [-1.973, -1.540, -0.816], [-0.512, 0.723, 0.282], [-0.393, 1.001, 0.137], [0.139, -0.076, 1.558], [0.187, -0.662, 0.899], [-0.451, -1.139, 0.125], [-0.110, 0.017, 0.227], [0.404, 0.247, -0.344], [0.001, -0.392, -0.392], [0.117, -0.381, 0.036], [4.094, -4.359, 1.873], [-1.406, -0.048, 2.682], [-0.342, -0.466, 0.018], [-2.997, 1.218, -0.056], [2.554, -1.178, -0.343], [1.044, 0.248, -0.961], [-0.038, -0.404, -0.469], [1.431, 3.697, 0.089], [-0.196, 0.099, -2.072], [-0.311, 0.066, 1.492], [-0.588, -0.056, 0.208], [-2.212, -0.756, 1.874], [2.064, 0.199, -0.833], [1.259, 1.498, 4.772], [0.010, 0.013, -0.195], [0.297, -0.407, -0.341], [-0.275, 2.557, -6.248], [0.448, 0.267, -2.009], [-0.099, -3.704, -6.090], [0.658, -1.224, 0.745], [-1.211, 3.993, -0.383], [-0.485, 0.042, -0.297], [0.082, 0.087, 0.226], [-0.967, -0.132, 0.084], [-0.236, -0.788, -0.055], [3.082, 0.717, 2.479], [0.333, 0.145, -0.117], [-3.353, 1.298, -3.448], [1.193, -2.593, -0.507], [0.221, -0.477, 0.026], [-0.019, 0.132, -0.101], [0.584, 0.038, -0.420], [0.917, -0.217, -0.142], [0.265, 0.292, -0.056], [-0.637, 1.632, -0.571], [-0.443, 0.048, -0.233]], "mulliken_spin": [0.000, -0.002, 0.000, 0.000, 0.000, 0.000, 0.000, 0.000, 0.006, 0.010, 0.766, 0.000, 0.000, 0.000, 0.000, 0.000, 0.000, 0.000, 0.000, 0.000, -0.005, 0.000, 0.001, 0.001, 0.000, 0.000, 0.000, 0.000, 0.000, 0.000, 0.000, 0.000, 0.000, 0.035, 0.000, 0.000, 0.000, 0.000, 0.000, 0.164, 0.000, 0.000, 0.000, 0.000, 0.000, 0.000, 0.001, 0.001, 0.000, 0.000, 0.000, -0.007, -0.001, 0.000, 0.000, 0.000, 0.000, 0.000, 0.000, 0.009, 0.001, 0.000, 0.000, 0.000, 0.000, 0.000, -0.052, 0.000, 0.000, 0.018, 0.000, 0.000, 0.000, 0.000, 0.000, 0.000, 0.000, 0.056, 0.002, 0.002, 0.000, 0.000, 0.000, 0.000, 0.000, 0.000, 0.000, 0.000, 0.000, 0.000, 0.000, 0.000, 0.000, -0.005, 0.000], "total_charge": 0, "gap_ev": [8.060, 3.273], "relative_energy_kj_mol": 273.9, "e_homo_ha": [-0.3190, -0.3190], "s_squared": 0.756, "spin_multiplicity": 2}

---

Entry 3:
{"formula": "C21H31BeO4", "method": "wB97M-V/def2-TZVPD", "elements": ["H", "H", "H", "H", "H", "H", "H", "C", "C", "H", "C", "C", "O", "H", "C", "H", "C", "H", "H", "H", "H", "H", "C", "H", "H", "C", "H", "H", "C", "H", "C", "H", "H", "H", "H", "C", "H", "H", "H", "O", "H", "C", "C", "Be", "C", "C", "H", "C", "C", "O", "H", "C", "C", "C", "C", "O", "H"], "positions_angstrom": [[2.451, -0.363, 1.087], [-3.184, 1.168, -2.253], [-1.338, 3.513, -0.262], [-3.083, -3.039, -0.581], [-4.314, 6.890, -2.893], [-3.063, 3.521, -2.624], [-3.218, -2.431, -2.262], [-2.766, 7.144, -5.161], [-0.498, 1.764, 1.883], [-0.024, 3.363, -3.021], [-0.980, 7.669, -3.407], [-2.200, 1.593, -2.514], [-1.247, -0.917, -2.115], [-0.066, -1.397, 2.926], [-0.893, 3.633, -2.395], [-2.134, -3.785, -1.859], [1.595, -0.910, -0.880], [0.272, 2.844, -0.701], [-2.201, 3.042, -4.091], [-3.572, 5.114, -5.374], [-1.825, 5.280, -5.855], [1.993, 1.972, -2.584], [1.383, -0.152, -2.110], [-2.394, -0.980, 1.597], [-0.948, 4.719, -2.343], [1.858, 1.198, -1.825], [-3.042, 7.289, -1.706], [1.261, 0.968, 3.014], [-2.301, 6.985, -3.688], [-1.682, 0.950, -3.254], [-0.409, -0.451, 2.509], [-0.177, 7.284, -4.043], [2.752, 2.081, 0.031], [-3.787, 7.497, -5.249], [-1.068, 8.750, -3.585], [2.143, -0.072, 0.079], [-0.234, 2.809, 1.735], [-3.590, 8.507, -2.872], [-2.065, 7.664, -5.810], [-2.183, 5.525, -3.783], [-0.726, 7.513, -2.356], [0.293, 0.790, 2.557], [-2.620, 5.630, -5.184], [-0.366, 0.335, -1.841], [-1.428, -1.877, -1.216], [2.304, 1.231, -0.482], [1.393, -0.608, -3.105], [-2.171, 3.016, -3.000], [-0.758, 3.000, -1.041], [-1.375, 1.637, -1.229], [1.479, -1.993, -0.790], [-2.546, -2.835, -1.507], [-3.384, 7.437, -2.729], [-1.626, -0.244, 1.803], [-1.690, 1.127, 1.431], [-0.744, -2.018, -0.198], [-2.514, 1.598, 0.906]], "atomic_forces_ev_per_a": [[-0.380, 0.161, -0.449], [0.593, 0.168, -0.153], [0.040, -0.336, -0.203], [0.021, 0.057, -0.046], [0.091, -0.046, 0.030], [0.151, 0.199, -0.069], [-0.090, -0.076, -0.040], [0.473, -0.660, 0.655], [-0.123, -0.552, 0.182], [-0.246, 0.081, 0.188], [0.029, -0.097, 0.291], [0.899, 0.509, 0.812], [-0.786, -0.223, 0.391], [-0.031, 0.177, -0.158], [0.233, -0.218, -0.467], [-0.004, 0.106, -0.020], [0.914, 0.111, -0.450], [-0.437, -0.075, -0.061], [0.050, 0.136, 0.067], [0.398, -0.216, 0.137], [-0.308, -0.183, 0.138], [-0.164, -0.108, 0.312], [0.059, 0.514, 0.503], [0.118, -0.029, 0.029], [0.093, -0.331, 0.072], [0.959, -0.064, 0.763], [-0.189, -0.052, 0.160], [-0.040, -0.041, -0.044], [-0.243, 1.019, -0.503], [-0.402, 0.077, 0.383], [-0.141, 0.714, -0.110], [-0.135, -0.035, 0.097], [-0.351, -0.123, -0.120], [0.000, 0.175, -0.191], [-0.053, -0.223, 0.072], [0.113, -0.075, -0.469], [0.001, -0.090, 0.110], [0.130, -0.242, 0.013], [-0.169, 0.162, 0.012], [-0.907, 1.813, -1.572], [0.257, 0.043, -0.066], [-0.949, -0.240, -0.202], [0.083, -0.599, -0.097], [0.200, -0.980, 1.676], [1.513, 0.091, 1.553], [-0.205, -0.177, -1.155], [-0.035, 0.171, 0.296], [-0.438, 0.271, 0.323], [-0.558, -0.874, 0.046], [0.781, -0.569, -2.102], [-0.191, 0.662, 0.041], [-0.262, -0.177, -0.214], [0.164, -0.007, 0.240], [0.345, 0.956, 0.513], [0.483, -0.519, 0.708], [-1.390, -0.120, -1.903], [0.033, -0.016, 0.050]], "nbo_charge": [0.223, 0.221, 0.200, 0.232, 0.216, 0.212, 0.203, -0.466, -0.401, 0.202, -0.631, -0.079, -1.029, 0.178, -0.427, 0.219, -0.226, 0.259, 0.209, 0.179, 0.180, 0.197, -0.770, 0.176, 0.237, -0.368, 0.217, 0.174, 0.279, 0.176, -0.351, 0.219, 0.200, 0.206, 0.211, -0.258, 0.163, 0.209, 0.207, -0.552, 0.217, -0.358, -0.061, 1.678, 0.786, -0.296, 0.235, -0.432, -0.082, -0.664, 0.223, -0.716, -0.628, -0.344, -0.373, -0.597, 0.165], "total_charge": -1, "gap_ev": 4.030, "relative_energy_kj_mol": 96.5, "e_homo_ha": -0.0740}

---

Entry 4:
{"formula": "C3H7NO", "method": "wB97M-V/def2-TZVPD", "elements": ["C", "O", "H", "H", "H", "N", "C", "H", "C", "H", "H", "H"], "positions_angstrom": [[0.210, 0.932, -0.278], [-0.487, 0.207, -1.313], [1.261, 0.520, -0.160], [-1.544, 1.235, 0.841], [-0.144, 1.677, 1.775], [-0.362, -1.132, -1.412], [-0.533, 0.942, 1.048], [0.330, 1.913, -0.741], [0.341, -1.853, -0.649], [-0.507, -0.050, 1.553], [0.945, -1.476, 0.220], [0.491, -2.915, -0.884]], "atomic_forces_ev_per_a": [[1.522, -0.660, 0.011], [0.170, 0.431, 0.728], [-1.070, 0.389, -0.173], [-0.693, -0.060, 0.060], [0.153, -0.244, -0.478], [-0.297, -1.138, -0.847], [0.449, -0.315, 0.415], [-0.198, 0.071, 0.315], [1.299, 0.605, 1.244], [-0.161, 0.623, -0.450], [-0.627, -0.235, -0.744], [-0.548, 0.535, -0.081]], "nbo_charge": [-0.101, -0.353, 0.172, 0.221, 0.220, -0.080, -0.646, 0.203, -0.205, 0.212, 0.155, 0.201], "total_charge": 0, "gap_ev": 10.935, "relative_energy_kj_mol": 314.2, "e_homo_ha": -0.3634, "smiles": "C=NOCC"}